Entry 1:
The following is a DFT calculation (the ωB97M-V functional and the def2-TZVPD basis) of C3H4N2O in the gas phase.

Geometry as ORCA input:
```
! RIJCOSX wB97M-V def2-TZVPD def2/J DEFGRID3
* xyz 0 1
H 2.592 0.075 -0.684
N 1.654 0.299 -0.408
C 1.253 -0.434 0.535
O -0.053 -0.388 0.841
C -0.783 0.406 -0.124
C -2.140 -0.122 -0.124
N -3.217 -0.532 -0.168
H 1.852 -1.161 1.100
H -0.435 0.418 -1.175
H -0.723 1.440 0.207
*
```

Summary:
- DFT total energy: -301.42397 Ha
- F_max: 1.3 eV/A
- Orbital gap: 11.75 eV

Here are the natural (NBO) charges for atoms 1 to 2, given in e: 0.358 -0.728

---

Entry 2:
The following is a DFT calculation (the ωB97M-V functional and the def2-TZVPD basis) of C3H4N2O in the gas phase.

Geometry as ORCA input:
```
! RIJCOSX wB97M-V def2-TZVPD def2/J DEFGRID3
* xyz 0 1
H 2.551 -1.046 0.043
N 2.257 -0.140 0.098
C 0.957 -0.162 -0.053
C 0.071 0.941 -0.175
C -1.250 0.520 0.085
N -1.329 -0.884 -0.059
O 0.018 -1.198 -0.293
H 0.458 1.870 -0.376
H -1.978 1.152 -0.192
H -1.754 -1.052 0.920
*
```

Summary:
- DFT total energy: -301.32234 Ha
- F_max: 6.9 eV/A
- Orbital gap: 9.46 eV

Here are the natural (NBO) charges for atoms 1 to 2, given in e: 0.339 -0.665

---

Entry 3:
The following is a DFT calculation (the ωB97M-V functional and the def2-TZVPD basis) of C3H4N2O in the gas phase.

Geometry as ORCA input:
```
! RIJCOSX wB97M-V def2-TZVPD def2/J DEFGRID3
* xyz 0 1
H -1.130 -2.137 0.845
N -0.583 -1.408 0.391
C -0.671 -0.257 0.870
C 0.090 0.903 0.297
N 0.923 0.609 -0.803
C 1.107 -0.099 -1.739
O 1.470 -0.643 -2.694
H -1.287 0.041 1.731
H -0.638 1.674 0.008
H 0.720 1.317 1.093
*
```

Summary:
- DFT total energy: -301.44897 Ha
- F_max: 1.3 eV/A
- Orbital gap: 11.02 eV

Here are the natural (NBO) charges for atoms 1 to 2, given in e: 0.354 -0.618

---

Entry 4:
The following is a DFT calculation (the ωB97M-V functional and the def2-TZVPD basis) of C3H4N2O in the gas phase.

Geometry as ORCA input:
```
! RIJCOSX wB97M-V def2-TZVPD def2/J DEFGRID3
* xyz 0 1
O -1.984 0.083 0.383
C -0.768 -0.159 -0.235
C 0.374 0.806 -0.099
C 1.462 0.044 -0.014
N 1.097 -1.351 0.064
N -0.144 -1.479 0.027
H -1.858 0.112 1.340
H -0.989 -0.243 -1.310
H 0.298 1.884 -0.153
H 2.513 0.304 -0.003
*
```

Summary:
- DFT total energy: -301.39242 Ha
- F_max: 0.4 eV/A
- Orbital gap: 9.46 eV

Here are the natural (NBO) charges for atoms 1 to 2, given in e: -0.675 0.124

---

Entry 5:
The following is a DFT calculation (the ωB97M-V functional and the def2-TZVPD basis) of C3H4N2O in the gas phase.

Geometry as ORCA input:
```
! RIJCOSX wB97M-V def2-TZVPD def2/J DEFGRID3
* xyz 0 1
O -1.147 1.575 0.891
C -0.218 0.866 0.265
N 0.792 0.360 0.884
C 0.920 -0.882 0.223
C 0.074 -0.979 -0.815
N -0.559 0.310 -0.984
H -0.929 1.407 1.825
H 1.522 -1.639 0.699
H -0.416 -1.827 -1.266
H -0.039 0.809 -1.722
*
```

Summary:
- DFT total energy: -301.40740 Ha
- F_max: 0.9 eV/A
- Orbital gap: 9.41 eV

Here are the natural (NBO) charges for atoms 1 to 2, given in e: -0.634 0.698

---

Entry 6:
The following is a DFT calculation (the ωB97M-V functional and the def2-TZVPD basis) of a molecular structure, C3H4N2O.

Geometry as ORCA input:
```
! RIJCOSX wB97M-V def2-TZVPD def2/J DEFGRID3
* xyz 0 1
N 1.400 -0.196 -0.091
C 0.117 0.173 -0.230
C -0.489 1.351 0.349
N -1.211 0.629 1.073
C -0.869 -0.919 -0.473
O -0.592 -2.080 -0.244
H 1.603 -1.186 -0.158
H 2.098 0.406 0.317
H -0.238 2.413 0.378
H -1.818 -0.591 -0.922
*
```

Summary:
- DFT total energy: -301.36781 Ha
- F_max: 0.5 eV/A
- Orbital gap (spin up / spin down): 9.07 / 9.07 eV

Here are the natural (NBO) charges for atoms 1 to 2, given in e: -0.757 0.160

---

Entry 7:
The following is a DFT calculation (the ωB97M-V functional and the def2-TZVPD basis) of C3H4N2O in the gas phase.

Geometry as ORCA input:
```
! RIJCOSX wB97M-V def2-TZVPD def2/J DEFGRID3
* xyz 0 1
O -1.983 0.063 0.391
C -0.770 -0.171 -0.236
C 0.367 0.800 -0.097
C 1.460 0.045 -0.014
N 1.105 -1.354 0.052
N -0.136 -1.489 0.016
H -1.838 0.168 1.340
H -0.996 -0.253 -1.310
H 0.283 1.878 -0.143
H 2.508 0.313 0.001
*
```

Summary:
- DFT total energy: -301.39239 Ha
- F_max: 0.4 eV/A
- Orbital gap: 9.44 eV

Here are the natural (NBO) charges for atoms 1 to 2, given in e: -0.674 0.124

---

Entry 8:
The following is a DFT calculation (the ωB97M-V functional and the def2-TZVPD basis) of C3H4N2O in the gas phase.

Geometry as ORCA input:
```
! RIJCOSX wB97M-V def2-TZVPD def2/J DEFGRID3
* xyz 0 1
O 0.174 -1.598 1.754
C 1.275 -1.373 1.109
C 1.054 -0.914 -0.293
N 0.104 -0.118 -0.532
C -0.690 0.978 -0.598
N -0.341 2.136 -0.166
H -0.639 -1.456 1.180
H 1.826 -1.158 -1.043
H -1.653 0.714 -1.070
H -1.111 2.789 -0.341
*
```

Summary:
- DFT total energy: -301.30544 Ha
- F_max: 0.8 eV/A
- Orbital gap: 8.00 eV

Here are the natural (NBO) charges for atoms 1 to 2, given in e: -0.596 0.284

---

Entry 9:
The following is a DFT calculation (the ωB97M-V functional and the def2-TZVPD basis) of 2 unconnected molecules or ions with the total composition C3H4N2O.

Geometry as ORCA input:
```
! RIJCOSX wB97M-V def2-TZVPD def2/J DEFGRID3
* xyz 0 1
N 1.088 -1.611 0.786
C 1.185 -0.547 -0.046
N 1.406 0.320 -0.778
O 1.527 1.269 -1.543
H 0.787 -1.381 1.722
H 0.551 -2.374 0.395
C -1.387 1.487 -0.501
C -1.901 0.686 0.235
H -0.865 2.156 -1.155
H -2.391 -0.006 0.885
*
```

Summary:
- DFT total energy: -301.27536 Ha
- F_max: 1.1 eV/A
- Orbital gap: 9.23 eV

Here are the natural (NBO) charges for atoms 1 to 2, given in e: -0.825 0.359

---

Entry 10:
The following is a DFT calculation (the ωB97M-V functional and the def2-TZVPD basis) of C3H4N2O2 in the gas phase.

Geometry as ORCA input:
```
! RIJCOSX wB97M-V def2-TZVPD def2/J DEFGRID3
* xyz 0 1
O -3.393 -0.300 -0.297
C -2.217 -0.748 0.048
C -1.113 0.202 0.065
N 0.096 -0.264 -0.087
N 1.132 0.538 -0.169
C 2.327 -0.039 -0.112
O 2.592 -1.224 -0.124
H -1.957 -1.866 0.346
H -1.526 1.275 0.399
H 1.015 1.603 -0.156
H 3.044 0.825 0.088
*
```

Summary:
- DFT total energy: -376.61424 Ha
- F_max: 6.2 eV/A
- Orbital gap: 9.29 eV

Here are the natural (NBO) charges for atoms 1 to 2, given in e: -0.521 0.348

---

Entry 11:
The following is a DFT calculation (the ωB97M-V functional and the def2-TZVPD basis) of C3H4N2O2 in the gas phase.

Geometry as ORCA input:
```
! RIJCOSX wB97M-V def2-TZVPD def2/J DEFGRID3
* xyz 0 1
C 2.436 -0.513 -0.009
C 1.009 0.062 -0.057
N 0.538 1.246 0.052
N -0.813 1.226 -0.011
C -1.085 -0.057 -0.095
O -2.280 -0.689 -0.112
O 0.050 -0.784 0.133
H 2.375 -1.635 -0.135
H 2.923 -0.134 -0.945
H 3.030 -0.145 0.858
H -2.728 -0.555 0.736
*
```

Summary:
- DFT total energy: -376.65646 Ha
- F_max: 5.0 eV/A
- Orbital gap: 10.17 eV

Here are the natural (NBO) charges for atoms 1 to 2, given in e: -0.674 0.472

---

Entry 12:
The following is a DFT calculation (the ωB97M-V functional and the def2-TZVPD basis) of C3H4N2O2 in the gas phase.

Geometry as ORCA input:
```
! RIJCOSX wB97M-V def2-TZVPD def2/J DEFGRID3
* xyz 0 1
H -2.301 0.567 -0.450
N -1.529 1.294 -0.098
C -0.256 0.769 0.148
C 1.192 0.961 0.125
C 1.702 -0.233 -0.047
O 0.758 -1.409 -0.097
N -0.479 -0.658 0.545
O -1.569 -1.083 -0.155
H 1.802 1.877 -0.004
H 2.657 -0.516 -0.411
H -1.976 -1.568 0.444
*
```

Summary:
- DFT total energy: -376.47281 Ha
- F_max: 8.1 eV/A
- Orbital gap: 9.38 eV

Here are the natural (NBO) charges for atoms 1 to 2, given in e: 0.397 -0.679

---

Entry 13:
The following is a DFT calculation (the ωB97M-V functional and the def2-TZVPD basis) of a molecular structure, C3H4N2O2.

Geometry as ORCA input:
```
! RIJCOSX wB97M-V def2-TZVPD def2/J DEFGRID3
* xyz 0 1
O 1.039 -0.759 1.988
C 0.261 -0.387 0.817
N -1.006 -0.472 0.522
C -0.900 -0.381 -0.844
O -2.004 -0.372 -1.626
C 0.413 -0.305 -1.266
N 1.180 -0.313 -0.117
H 1.109 -0.045 2.647
H -2.759 -0.502 -1.038
H 0.833 -0.225 -2.255
H 1.833 -0.705 1.136
*
```

Summary:
- DFT total energy: -376.60154 Ha
- F_max: 0.4 eV/A
- Orbital gap: 7.92 eV

Here are the natural (NBO) charges for atoms 1 to 2, given in e: -0.654 0.497

---

Entry 14:
The following is a DFT calculation (the ωB97M-V functional and the def2-TZVPD basis) of C3H4N2O2 in the gas phase.

Geometry as ORCA input:
```
! RIJCOSX wB97M-V def2-TZVPD def2/J DEFGRID3
* xyz 0 1
C 2.068 0.895 0.874
O 1.371 0.714 -0.416
C 0.176 0.361 -0.407
C -0.671 -0.601 -1.274
N -1.519 -1.270 -0.496
O -1.533 -0.636 0.647
N -0.560 0.368 0.727
H 3.179 1.252 0.844
H 1.702 1.855 1.215
H 1.799 0.002 1.585
H -0.261 -1.346 -2.267
*
```

Summary:
- DFT total energy: -376.50995 Ha
- F_max: 9.3 eV/A
- Orbital gap: 10.55 eV

Here are the natural (NBO) charges for atoms 1 to 2, given in e: -0.283 -0.473

---

Entry 15:
The following is a DFT calculation (the ωB97M-V functional and the def2-TZVPD basis) of C3H4N2O2 in the gas phase.

Geometry as ORCA input:
```
! RIJCOSX wB97M-V def2-TZVPD def2/J DEFGRID3
* xyz 0 1
C 0.016 1.564 0.033
N 0.502 -0.846 -0.014
C 0.017 0.321 -0.802
O 0.406 -2.168 -0.584
C -0.536 -1.833 0.612
O -0.380 0.161 -1.908
N -1.385 -2.100 1.364
H 1.329 -0.697 0.566
H 1.005 1.753 0.451
H -0.291 2.407 -0.581
H -0.683 1.437 0.863
*
```

Summary:
- DFT total energy: -376.53122 Ha
- F_max: 2.7 eV/A
- Orbital gap: 9.53 eV

Here are the natural (NBO) charges for atoms 1 to 2, given in e: -0.733 -0.309

---

Entry 16:
The following is a DFT calculation (the ωB97M-V functional and the def2-TZVPD basis) of a molecular structure, C3H4N2O2.

Geometry as ORCA input:
```
! RIJCOSX wB97M-V def2-TZVPD def2/J DEFGRID3
* xyz 0 1
N -1.973 -0.409 -0.369
C -0.974 0.294 0.203
C -0.351 1.228 0.778
O 2.050 0.750 -1.027
C 1.831 -0.294 -0.464
O 2.291 -1.397 -0.210
N 0.444 -0.389 0.372
H -1.576 -1.250 -0.761
H -2.632 0.058 -0.975
H 0.143 2.102 1.155
H 0.747 -0.692 1.298
*
```

Summary:
- DFT total energy: -376.57274 Ha
- F_max: 4.0 eV/A
- Orbital gap: 9.92 eV

Here are the natural (NBO) charges for atoms 1 to 2, given in e: -0.792 0.319

---

Entry 17:
The following is a DFT calculation (the ωB97M-V functional and the def2-TZVPD basis) of a molecular structure, C3H4N2O2.

Geometry as ORCA input:
```
! RIJCOSX wB97M-V def2-TZVPD def2/J DEFGRID3
* xyz 0 1
C 1.212 0.714 -0.828
N 0.136 0.186 -0.099
N -0.110 0.511 1.142
C -0.807 -0.511 1.794
O -1.060 -1.605 1.334
C -0.623 -0.343 -1.181
O -1.414 -1.192 -1.372
H 1.070 1.656 -1.360
H 2.174 0.606 -0.326
H 0.511 0.053 -1.898
H -1.120 -0.198 2.802
*
```

Summary:
- DFT total energy: -376.51475 Ha
- F_max: 1.2 eV/A
- Orbital gap (spin up / spin down): 7.41 / 7.41 eV

Here are the natural (NBO) charges for atoms 1 to 2, given in e: -0.226 -0.199

---

Entry 18:
The following is a DFT calculation (the ωB97M-V functional and the def2-TZVPD basis) of a molecular structure, C3H4N2O2.

Geometry as ORCA input:
```
! RIJCOSX wB97M-V def2-TZVPD def2/J DEFGRID3
* xyz 0 3
C -1.316 0.107 -0.695
C -0.492 -0.847 -0.358
C -1.178 1.257 0.289
N -0.083 1.121 1.090
N 0.575 -0.014 0.979
O -1.881 2.253 0.299
O 1.667 0.300 0.061
H -1.996 0.080 -1.443
H 0.100 -1.769 -0.669
H 0.425 1.928 1.389
H 1.901 -0.590 -0.337
*
```

Summary:
- DFT total energy: -376.40686 Ha
- F_max: 6.0 eV/A
- Orbital gap (spin up / spin down): 6.13 / 6.70 eV

Here are the natural (NBO) charges for atoms 1 to 2, given in e: -0.485 -0.101

---

Entry 19:
The following is a DFT calculation (the ωB97M-V functional and the def2-TZVPD basis) of C3H4N2O2S in the gas phase.

Geometry as ORCA input:
```
! RIJCOSX wB97M-V def2-TZVPD def2/J DEFGRID3
* xyz 0 1
N -1.104 0.325 1.338
C -0.824 1.426 0.547
S -1.221 2.967 1.086
C 0.104 1.233 -0.512
N 0.602 0.208 -1.039
O 0.410 -1.126 -0.385
C 1.121 -2.086 -1.005
O 2.178 -1.756 -1.613
H -1.228 0.431 2.565
H -0.786 -0.538 1.012
H 0.315 2.073 -1.129
H 0.432 -3.157 -0.865
*
```

Summary:
- DFT total energy: -774.75018 Ha
- F_max: 5.8 eV/A
- Orbital gap: 7.87 eV

Here are the natural (NBO) charges for atoms 1 to 2, given in e: -0.769 0.020

---

Entry 20:
The following is a DFT calculation (the ωB97M-V functional and the def2-TZVPD basis) of C3H4N2O2S in the gas phase.

Geometry as ORCA input:
```
! RIJCOSX wB97M-V def2-TZVPD def2/J DEFGRID3
* xyz 0 1
O 1.152 -1.076 -2.503
C 0.663 -0.642 -1.338
C 1.273 -0.247 -0.185
C 0.256 0.196 0.714
S 0.301 0.914 2.193
N -0.943 -0.166 0.086
O -2.054 0.628 0.140
N -0.686 -0.640 -1.210
H 2.121 -1.048 -2.503
H 2.358 -0.246 0.064
H -2.544 0.282 0.902
H -1.289 -0.237 -1.925
*
```

Summary:
- DFT total energy: -774.80148 Ha
- F_max: 1.3 eV/A
- Orbital gap: 8.30 eV

Here are the natural (NBO) charges for atoms 1 to 2, given in e: -0.642 0.517